P.
The following is a quantum chemistry calculation of a single C6H5N3O2 molecule, from the Open Molecules 2025 dataset.

Each line ends with the Löwdin charge.
Cartesian coordinates (Å):
N 1.353 2.414 -0.307  -0.0444
O 0.149 2.370 0.138  -0.0096
H -1.449 -2.985 -0.070  0.0770
O -2.674 1.158 0.946  0.0055
C -0.512 0.553 0.463  0.1364
C -2.198 -1.000 0.487  0.0200
H -3.275 -1.086 0.754  0.1483
N 0.009 -1.703 -0.248  0.1120
C 1.768 -0.039 -0.412  -0.0804
C 2.104 1.416 -0.516  -0.1160
H 2.422 -0.455 0.254  0.0944
C 0.371 -0.394 0.027  -0.2148
N -1.862 0.294 0.618  -0.2584
C -1.238 -2.003 0.089  -0.0763
H 3.005 1.832 -0.860  0.1010
H 2.027 -0.372 -1.361  0.1052

Summary:
lowest unoccupied orbital energy (alpha / beta): -0.7 / -0.7 eV
frontier orbital gap (alpha / beta): 8.8 / 8.8 eV
molar mass: 151.1 g mol⁻¹

---

Q.
The following is a quantum chemistry calculation of a single C6H5N3O2 molecule, from the Open Molecules 2025 dataset.

Each line ends with the Löwdin charge.
Cartesian coordinates (Å):
H 1.758 -0.904 -0.173  0.1093
C 1.491 1.302 -0.285  -0.0949
C -2.324 -1.193 0.177  -0.0950
H 2.484 1.698 -0.363  0.0958
N -0.957 -1.226 0.081  0.0567
H -2.750 -2.166 0.413  0.1434
N -0.207 -0.084 -0.024  -0.1380
N -4.344 0.315 -0.026  -0.4446
C -0.672 1.182 0.019  0.0557
H -0.452 -2.037 0.412  0.1586
O -5.082 -0.399 -0.707  0.0716
H 0.231 3.151 -0.242  0.0916
C -3.053 -0.108 -0.007  0.0936
C 0.307 2.085 -0.214  -0.0982
C 1.150 -0.022 -0.152  -0.0918
O -4.684 1.317 0.569  0.0862

Summary:
lowest unoccupied orbital energy: -2.2 eV
frontier orbital gap: 6.6 eV
molar mass: 151.1 g mol⁻¹

---

It is P that is most stable; the runner-up trails by 66.5 kcal/mol.

---

P.
The following is a quantum chemistry calculation of a single H2NOP molecule, from the Open Molecules 2025 dataset.

Each line ends with the Löwdin charge.
Cartesian coordinates (Å):
H 0.258 -1.314 0.091  -0.0064
P -0.519 -0.103 0.004  0.7970
H 1.630 0.728 -0.113  -0.0734
O -2.084 -0.396 0.009  -0.4593
N 0.715 1.085 0.009  -0.2579

Summary:
lowest unoccupied orbital energy: -0.6 eV
frontier orbital gap: 10.1 eV
molar mass: 63.0 g mol⁻¹

---

Q.
The following is a quantum chemistry calculation of 2 unconnected molecules or ions with the total composition H2NOP, from the Open Molecules 2025 dataset.

Each line ends with the Löwdin charge.
Cartesian coordinates (Å):
P -1.059 -0.549 0.114  0.5755
H 0.547 0.945 -0.306  -0.0406
H 1.926 -1.056 0.266  0.3007
N 0.466 -0.016 -0.064  -0.3121
O -1.880 0.676 -0.010  -0.5236

Summary:
lowest unoccupied orbital energy: -2.1 eV
frontier orbital gap: 7.9 eV
molar mass: 63.0 g mol⁻¹

---

It is P that is most stable; the runner-up trails by 27.3 kcal/mol.

---

P.
The following is a quantum chemistry calculation of a single C11H20N2O3 molecule, from the Open Molecules 2025 dataset.

Each line ends with the Löwdin charge.
Cartesian coordinates (Å):
C -1.805 1.911 0.571  -0.5495
C 0.926 -1.092 0.710  -0.2050
O -1.482 1.704 1.649  0.1699
N 0.623 -2.564 0.712  0.0523
H 1.000 -0.853 1.768  0.1434
H -3.312 -1.697 -1.532  0.0914
C -3.670 -1.335 -0.624  -0.0829
H 4.671 0.707 0.838  0.0814
H 2.167 -1.483 -0.943  0.0996
C -2.342 0.743 -0.473  -0.1669
C -0.240 -0.233 -0.144  -0.2914
O -1.795 3.100 0.052  0.1468
H 3.760 2.110 0.902  0.0853
H 3.329 0.896 1.967  0.0611
H 3.432 1.810 -1.781  0.0837
H 4.420 0.308 -1.570  0.1093
H -2.898 -1.241 1.397  0.1351
H -4.385 0.840 -1.278  0.1315
O 0.104 0.761 -0.797  0.0342
C 3.374 0.767 -1.475  -0.0871
H -4.124 0.603 0.439  0.1057
H 3.011 -1.453 0.632  0.1328
H 1.809 0.852 -0.173  0.0334
C -3.777 0.259 -0.524  -0.1089
H -1.979 1.345 -1.370  0.1550
H -2.065 -2.432 0.602  0.0931
H -1.843 3.903 0.566  0.1325
H 0.148 -2.833 -0.112  0.0586
H 2.867 0.169 -2.200  0.0626
H -4.594 -1.663 -0.284  0.0822
N -1.578 -0.493 -0.157  -0.0101
C 3.626 1.014 0.955  -0.0719
C 2.756 0.570 -0.166  -0.4562
C 2.265 -0.924 -0.043  -0.1270
H 0.089 -2.594 1.501  0.0180
C -2.485 -1.481 0.385  -0.1422

Summary:
lowest unoccupied orbital energy: 0.7 eV
frontier orbital gap: 9.5 eV
SMILES: CC(C)C[C@H](N)C(=O)N1CCC[C@H]1C(=O)O
molar mass: 228.3 g mol⁻¹

---

Q.
The following is a quantum chemistry calculation of a single C11H20N2O3 molecule, from the Open Molecules 2025 dataset.

Each line ends with the Löwdin charge.
Cartesian coordinates (Å):
H -2.334 2.517 0.616  0.1201
N 0.301 0.583 0.694  0.1126
H 0.563 -0.099 -1.874  0.0604
H 1.935 -2.010 2.139  0.0875
C 1.864 -1.996 1.045  -0.0633
C 1.713 0.569 0.834  -0.2117
C -3.269 1.219 -0.738  -0.2134
N -2.172 1.601 0.201  -0.0224
H 2.904 -1.936 -1.247  0.1041
H 0.465 -1.831 -1.341  0.0704
C 2.399 -0.719 0.404  -0.3146
O -0.354 -0.206 2.712  0.0765
C -2.662 -0.733 0.429  -0.1157
O 3.574 2.036 0.423  0.1270
C -0.618 0.285 1.640  -0.4624
H -2.664 0.776 2.067  0.1510
H -1.948 -1.557 0.320  0.1107
H 3.044 -0.206 -1.647  0.1128
H -0.079 1.267 0.014  0.1261
H -3.082 1.729 -1.685  0.1095
H -3.540 -1.140 0.942  0.1162
C -2.056 0.498 1.184  -0.2185
C 2.409 1.797 0.255  -0.4963
O 1.571 2.572 -0.398  0.1324
C -3.017 -0.236 -0.947  -0.1985
H 2.067 3.344 -0.736  0.1522
H 2.422 -2.870 0.661  0.0870
H -3.819 -0.796 -1.405  0.1124
H -4.293 1.423 -0.474  0.1064
H 0.826 -2.166 0.765  0.0629
H -2.163 -0.293 -1.619  0.1038
C 1.069 -1.069 -1.871  -0.0962
H 3.454 -0.598 0.758  0.1529
C 2.414 -0.956 -1.134  -0.2092
H 1.197 -1.409 -2.890  0.0659
H 1.880 0.609 1.902  0.1613

Summary:
lowest unoccupied orbital energy: 0.5 eV
frontier orbital gap: 9.8 eV
SMILES: CC[C@H](C)[C@H](NC(=O)[C@@H]1CCCN1)C(=O)O
molar mass: 228.3 g mol⁻¹

---

It is Q that is most stable; the runner-up trails by 83.8 kcal/mol.

---

P.
The following is a quantum chemistry calculation of a single C3H2N2OS molecule, from the Open Molecules 2025 dataset.

Each line ends with the Löwdin charge.
Cartesian coordinates (Å):
N -0.472 0.513 -0.130  0.0216
C 1.066 -0.294 -1.722  -0.6516
O -2.183 -0.606 1.129  0.1085
N -0.431 1.157 1.282  0.1823
C -1.269 0.172 0.904  -0.5784
S 1.608 -0.347 -3.156  0.8311
H 0.813 -1.105 0.294  0.1432
C 0.491 -0.415 -0.537  -0.2050
H 0.377 0.925 1.938  0.1485

Summary:
lowest unoccupied orbital energy: -1.0 eV
frontier orbital gap: 8.0 eV
SMILES: O=C1NN1C=C=S
molar mass: 114.1 g mol⁻¹

---

Q.
The following is a quantum chemistry calculation of a single C3H2N2OS molecule, from the Open Molecules 2025 dataset.

Each line ends with the Löwdin charge.
Cartesian coordinates (Å):
S -2.032 0.457 1.118  0.7009
C -0.711 -0.588 1.095  -0.5254
N 1.803 -0.509 -1.545  0.0515
C 1.440 0.732 -1.293  -0.2195
N 1.137 -1.325 -0.525  0.1241
H 1.846 1.724 -1.751  0.1745
H -0.511 -1.505 1.798  0.1144
C 0.290 -0.391 0.082  -0.4524
O 0.561 0.849 -0.345  0.0319

Summary:
lowest unoccupied orbital energy: -1.7 eV
frontier orbital gap: 7.8 eV
SMILES: S=Cc1nnco1
molar mass: 114.1 g mol⁻¹

---

R.
The following is a quantum chemistry calculation of a single C3H2N2OS molecule, from the Open Molecules 2025 dataset.

Each line ends with the Löwdin charge.
Cartesian coordinates (Å):
N -2.223 -0.270 2.269  0.1941
C -0.454 -0.387 0.566  -0.1163
H -0.039 -1.207 0.081  0.1004
S -0.782 2.674 1.874  0.9676
H 0.652 0.777 -0.669  0.1278
N -0.790 1.887 0.593  -0.3099
O 0.381 2.444 2.784  -0.4840
C -1.384 -0.377 1.524  -0.3045
C -0.121 0.787 0.085  -0.1753

Summary:
lowest unoccupied orbital energy: -1.1 eV
frontier orbital gap: 8.9 eV
molar mass: 114.1 g mol⁻¹

---

It is R that is most stable; the runner-up trails by 2.5 kcal/mol.

---

P.
The following is a quantum chemistry calculation of 2 unconnected molecules or ions with the total composition H2O5P2, from the Open Molecules 2025 dataset.

Each line ends with the Löwdin charge.
Cartesian coordinates (Å):
O 3.780 0.328 1.826  -0.5594
O 1.338 0.104 1.676  -0.5774
O 3.489 0.632 -2.075  -0.5792
H -0.394 -0.262 -0.893  -0.0907
O 1.069 0.475 -1.737  -0.5830
O -0.846 -0.353 -0.107  -0.0980
P 2.679 -0.079 0.974  0.2938
P 2.398 0.997 -1.196  0.2550
H -0.345 0.250 0.380  -0.0612

Summary:
lowest unoccupied orbital energy: 7.1 eV
frontier orbital gap: 6.4 eV
charge: -2
molar mass: 144.0 g mol⁻¹

---

Q.
The following is a quantum chemistry calculation of a molecular structure, H2O5P2, from the Open Molecules 2025 dataset.

Each line ends with the Löwdin charge.
Cartesian coordinates (Å):
O -3.100 1.749 -3.051  -0.5325
O 4.791 -2.333 3.212  -0.6233
O -1.453 2.606 -1.482  -0.4094
O 3.828 -4.436 2.372  -0.6263
P -2.011 1.257 -2.241  0.5284
P 4.743 -3.312 2.123  0.2496
H -2.214 2.631 -0.861  -0.0115
H -1.851 0.871 0.139  -0.0884
O -2.733 0.967 -0.210  -0.4867

Summary:
lowest unoccupied orbital energy: 6.2 eV
frontier orbital gap: 8.3 eV
charge: -2
molar mass: 144.0 g mol⁻¹

---

It is Q that is most stable; the runner-up trails by 26.4 kcal/mol.

---

P.
The following is a quantum chemistry calculation of 2 unconnected molecules or ions with the total composition C7H9PS2, from the Open Molecules 2025 dataset.

Each line ends with the Löwdin charge.
Cartesian coordinates (Å):
P -0.087 0.380 -0.991  0.9735
H -2.346 0.732 -1.780  0.0013
C 2.369 0.476 0.833  -0.1480
H -2.195 -0.352 -0.602  0.0078
S -0.637 -3.058 0.664  0.6236
C 0.441 1.590 0.423  -0.3682
C 0.134 0.146 0.809  -0.5154
S -0.302 -4.070 -2.149  0.6678
C -1.867 0.619 -0.873  -0.3275
H 2.671 2.422 0.151  0.0891
H -0.868 0.025 1.288  0.1161
H -0.979 -5.167 -1.642  -0.1018
H 1.710 -1.513 1.467  0.1093
H -2.009 1.470 -0.175  0.0517
C -0.434 -2.914 -0.924  -1.1378
C 1.884 1.762 0.440  -0.0793
H -0.384 2.324 0.538  0.1050
C 1.405 -0.447 1.156  -0.1457
H 3.383 0.331 0.636  0.0785

Summary:
lowest unoccupied orbital energy (alpha / beta): -1.4 / -0.4 eV
frontier orbital gap (alpha / beta): 5.1 / 7.8 eV
molar mass: 188.3 g mol⁻¹

---

Q.
The following is a quantum chemistry calculation of 2 unconnected molecules or ions with the total composition C7H9PS2, from the Open Molecules 2025 dataset.

Each line ends with the Löwdin charge.
Cartesian coordinates (Å):
H 2.895 -2.227 0.551  0.0754
S -3.099 -1.008 -0.101  0.2591
C 0.469 -0.013 1.359  -0.1954
P -1.960 0.582 0.306  0.4951
C -0.025 -1.313 -0.618  -0.1168
H -1.333 0.737 -1.917  0.0192
C -0.346 -0.285 0.351  -0.5122
C -1.853 1.480 -1.340  -0.2969
S 1.199 3.066 0.196  0.4397
H -0.001 3.055 0.617  -0.3624
H 2.255 -0.533 2.387  0.0944
H 1.558 -2.629 -1.292  0.1104
H -2.868 1.752 -1.500  0.0117
H 0.218 0.727 2.096  0.0864
C 1.679 -0.743 1.510  -0.0317
C 1.219 -1.876 -0.591  -0.1082
C 2.039 -1.662 0.484  -0.0726
H -0.709 -1.508 -1.529  0.1152
H -1.338 2.401 -0.967  -0.0106

Summary:
lowest unoccupied orbital energy (alpha / beta): -2.1 / -2.6 eV
frontier orbital gap (alpha / beta): 6.7 / 6.1 eV
molar mass: 188.3 g mol⁻¹

---

It is Q that is most stable; the runner-up trails by 58.0 kcal/mol.